(1)
A molecular structure, C28H24N3ScSe. Source: the Open Molecules 2025 dataset; level of theory: ωB97M-V with the def2-TZVPD basis set.

Calculated values
net charge = 0
HOMO-LUMO gap = 5.57 eV
calculated total energy = -119944.852 eV
M = 526.44 g/mol
relative energy (zero: lowest compared OMol25 entry of this formula, charge and spin) = 36.24 kJ/mol
E_HOMO = -6.0 eV

Last column: Mulliken charge in e.
Geometry (Å):
Sc (0.3455, -0.4575, -1.0240)  -0.451
C (-3.3034, -0.5961, 1.6286)  -1.503
C (-1.9942, 0.0762, 1.9412)  0.565
C (-1.0142, -0.5930, 2.6719)  -0.206
C (0.1984, 0.0135, 2.9612)  -0.553
C (0.4675, 1.2983, 2.5041)  -0.489
C (-0.5007, 1.9779, 1.7795)  -0.427
C (-1.7227, 1.3728, 1.5126)  -0.343
H (-3.8041, -0.9132, 2.5448)  0.459
H (-3.1370, -1.4793, 1.0083)  0.156
H (-3.9725, 0.0784, 1.0935)  0.326
H (-1.2047, -1.6040, 3.0146)  0.380
H (0.9425, -0.5248, 3.5347)  0.433
H (1.4176, 1.7696, 2.7230)  0.466
H (-0.3088, 2.9836, 1.4264)  0.382
H (-2.4812, 1.9204, 0.9653)  0.433
C (-3.2583, 2.0789, -2.3173)  -1.271
C (-2.6841, 3.2349, -2.8207)  -0.526
C (-1.3134, 3.4017, -2.7218)  -1.009
C (-0.5530, 2.3968, -2.1415)  0.773
N (-1.1080, 1.2729, -1.6752)  0.658
C (-2.4300, 1.1277, -1.7489)  -0.330
C (0.9122, 2.5169, -1.9364)  0.651
C (1.7023, 3.3785, -2.6782)  -0.966
C (3.0629, 3.4271, -2.4270)  -0.551
C (3.5896, 2.6246, -1.4306)  -0.860
C (2.7315, 1.7769, -0.7550)  0.047
N (1.4256, 1.7133, -0.9957)  0.309
H (-4.3251, 1.9121, -2.3601)  0.480
H (-3.2963, 4.0044, -3.2719)  0.424
H (-0.8430, 4.3085, -3.0730)  0.409
H (-2.8278, 0.2116, -1.3325)  0.718
H (1.2724, 3.9772, -3.4681)  0.373
H (3.7021, 4.0762, -3.0101)  0.423
H (4.6458, 2.6250, -1.2041)  0.432
H (3.1150, 1.1028, 0.0012)  0.199
C (2.7204, -2.7930, 2.0367)  -1.017
C (1.9907, -3.9679, 2.1673)  -0.459
C (0.8343, -4.1309, 1.4346)  -1.078
C (0.3979, -3.1245, 0.5658)  1.103
N (1.0990, -1.9789, 0.4825)  0.595
C (2.2248, -1.8337, 1.1839)  0.056
C (-0.8199, -3.2432, -0.2802)  0.811
C (-1.4429, -4.4903, -0.3940)  -1.029
C (-2.5672, -4.6362, -1.1849)  -0.750
C (-3.0453, -3.5370, -1.8851)  -0.870
C (-2.3919, -2.3162, -1.7891)  0.123
C (-1.2645, -2.1055, -0.9841)  0.231
H (3.6408, -2.6265, 2.5773)  0.461
H (2.3256, -4.7517, 2.8346)  0.425
H (0.2635, -5.0400, 1.5396)  0.359
H (2.7534, -0.8966, 1.0488)  0.155
H (-1.0528, -5.3641, 0.1111)  0.281
H (-3.0507, -5.6004, -1.2760)  0.380
H (-3.9108, -3.6407, -2.5296)  0.413
H (-2.7679, -1.5132, -2.4172)  0.467
Se (1.6291, -0.9705, -2.9294)  -0.667

=====

(2)
A molecular structure, C28H24N9O7S2Yb. Source: the Open Molecules 2025 dataset; level of theory: ωB97M-V with the def2-TZVPD basis set.

Calculated values
net charge = 0
HOMO-LUMO gap (spin up / spin down) = 8.30 / 8.29 eV
calculated total energy = -110376.898 eV
M = 835.73 g/mol
relative energy (zero: lowest compared OMol25 entry of this formula, charge and spin) = 0.00 kJ/mol
2S+1 = 2
E_HOMO (spin up / spin down) = -8.3 / -8.3 eV

Last column: Mulliken charge in e.
Geometry (Å):
Yb (-0.6273, -0.1080, -0.6093)  0.827
C (-2.9598, -0.5593, 3.4979)  -1.804
C (-2.6841, -0.2732, 2.0599)  0.197
N (-1.7376, -0.7859, 1.3762)  0.916
N (-0.8963, -1.7211, 1.9590)  -1.237
C (-0.3809, -2.4627, 1.0029)  0.291
O (-0.6639, -2.3565, -0.2519)  -1.084
C (0.5990, -3.4927, 1.4436)  0.664
C (1.3824, -3.2904, 2.5761)  -0.264
C (2.3114, -4.2454, 2.9550)  -0.831
C (2.4480, -5.4158, 2.2187)  -0.403
C (1.6615, -5.6234, 1.0956)  -0.702
C (0.7465, -4.6580, 0.7021)  -0.135
C (-3.5799, 0.6253, 1.2731)  1.358
C (-4.4929, 1.4791, 1.8759)  -0.748
C (-5.3138, 2.2455, 1.0598)  -0.549
C (-5.1972, 2.1247, -0.3123)  -0.757
C (-4.2468, 1.2474, -0.8242)  -0.130
N (-3.4622, 0.5129, -0.0532)  -0.121
H (-2.3059, -1.3482, 3.8564)  0.394
H (-4.0022, -0.8474, 3.6411)  0.406
H (-2.7885, 0.3404, 4.0956)  0.287
H (1.2583, -2.3781, 3.1437)  0.477
H (2.9306, -4.0781, 3.8270)  0.399
H (3.1686, -6.1640, 2.5220)  0.405
H (1.7646, -6.5356, 0.5225)  0.399
H (0.1385, -4.8024, -0.1797)  0.454
H (-4.5609, 1.5419, 2.9527)  0.384
H (-6.0353, 2.9251, 1.4940)  0.421
H (-5.8208, 2.6977, -0.9835)  0.417
H (-4.0964, 1.1334, -1.8901)  0.440
N (1.8343, -2.6985, -1.6756)  0.016
C (2.5216, -1.8067, -0.9721)  0.007
N (3.8570, -1.8615, -1.0536)  -0.874
C (4.4978, -1.0364, -0.2431)  0.059
N (5.8450, -1.0409, -0.2751)  -0.357
N (3.9221, -0.1885, 0.6335)  -0.825
C (2.6056, -0.1764, 0.5800)  0.079
N (1.8339, -0.9224, -0.2058)  0.815
C (1.9271, 0.7696, 1.5182)  0.801
C (2.6762, 1.5172, 2.4134)  -0.823
C (2.0223, 2.4094, 3.2441)  -0.716
C (0.6472, 2.5317, 3.1481)  -1.093
C (-0.0190, 1.7393, 2.2281)  -0.049
N (0.5992, 0.8627, 1.4405)  0.702
H (2.3356, -3.2696, -2.3313)  0.264
H (0.8260, -2.6999, -1.6417)  0.265
H (6.3079, -1.5801, -0.9831)  0.255
H (6.3405, -0.3344, 0.2355)  0.238
H (3.7476, 1.3959, 2.4328)  0.557
H (2.5837, 3.0120, 3.9461)  0.435
H (0.0937, 3.2339, 3.7541)  0.486
H (-1.0904, 1.8305, 2.0988)  0.395
O (0.9685, 1.6176, -1.1717)  -0.464
S (-0.0517, 2.6720, -1.2575)  1.850
O (0.3027, 3.9689, -0.7742)  -0.709
O (-1.2698, 2.0887, -0.6311)  -0.402
C (-0.3607, 2.8165, -3.0183)  -0.363
C (-0.2683, 4.1040, -3.5199)  -0.551
C (-0.3777, 4.3540, -4.8850)  -0.647
C (-0.5674, 3.3044, -5.7543)  -0.614
C (-0.6708, 2.0066, -5.2656)  -0.516
C (-0.5765, 1.7413, -3.9109)  -0.186
S (-0.8715, 0.0272, -3.4679)  1.561
O (0.2858, -0.4917, -2.7073)  -0.632
O (-1.9547, 0.1008, -2.4578)  -0.554
O (-1.1795, -0.6641, -4.6768)  -0.715
H (-0.0899, 4.9109, -2.8253)  0.554
H (-0.3017, 5.3677, -5.2535)  0.405
H (-0.6447, 3.4784, -6.8194)  0.398
H (-0.8438, 1.1824, -5.9419)  0.583

=====

(3)
A molecular structure, C28H25BrMnN8O2SbSe4. Source: the Open Molecules 2025 dataset; level of theory: ωB97M-V with the def2-TZVPD basis set.

Calculated values
net charge = -1
HOMO-LUMO gap (spin up / spin down) = 4.28 / 4.49 eV
calculated total energy = -414744.256 eV
M = 1078.00 g/mol
2S+1 = 2
E_HOMO (spin up / spin down) = -3.4 / -3.5 eV

Last column: Mulliken charge in e.
Geometry (Å):
Mn (0.2033, 1.4892, -1.9078)  -0.523
N (1.1088, 2.6785, 2.0448)  0.172
C (1.2047, 2.7383, 0.7083)  -0.548
N (0.2799, 2.3007, -0.0878)  -0.525
C (-0.9375, 1.8539, 0.4663)  0.603
N (-1.9787, 1.6261, -0.2728)  -1.393
N (-1.6303, 1.7582, -1.6173)  1.006
C (-2.4379, 1.9227, -2.6108)  -0.473
C (-1.7206, 2.0702, -3.8614)  0.747
C (-2.3603, 2.2456, -5.0902)  -1.038
C (-1.5943, 2.4353, -6.2161)  -0.095
C (-0.2068, 2.4634, -6.0896)  -0.894
C (0.3734, 2.2645, -4.8569)  -0.072
N (-0.3595, 2.0451, -3.7440)  -0.076
C (-1.0279, 1.5978, 1.9075)  1.103
C (-2.0965, 0.9424, 2.5250)  -0.381
C (-2.0662, 0.7094, 3.8789)  -0.659
C (-0.9581, 1.1087, 4.6389)  -0.562
C (0.1004, 1.7593, 4.0504)  -0.918
C (0.0548, 2.0083, 2.6779)  0.089
H (1.9118, 2.9403, 2.5937)  0.314
H (2.1063, 3.1622, 0.2824)  0.514
H (-3.5140, 1.9895, -2.4896)  0.413
H (-3.4409, 2.2262, -5.1337)  0.395
H (-2.0620, 2.5554, -7.1843)  0.403
H (0.4359, 2.6303, -6.9407)  0.424
H (1.4494, 2.2588, -4.7361)  0.470
H (-2.9313, 0.6258, 1.9137)  0.504
H (-2.8933, 0.2069, 4.3581)  0.370
H (-0.9302, 0.8997, 5.6994)  0.416
H (0.9597, 2.0662, 4.6328)  0.405
C (4.5271, 1.0182, 0.5892)  -1.453
O (3.2729, 0.3798, 0.4360)  0.494
C (2.7982, -0.3639, 1.4350)  -0.079
C (3.4352, -0.5533, 2.6475)  -0.433
C (2.7915, -1.2663, 3.6575)  -0.480
Br (3.6349, -1.4063, 5.3533)  -0.226
C (1.5604, -1.8350, 3.4645)  -0.598
C (0.9435, -1.7011, 2.2133)  1.158
C (1.5347, -0.9498, 1.2031)  -0.015
O (0.9313, -0.6910, 0.0062)  -0.144
C (-0.3967, -2.2962, 2.0567)  -0.127
N (-1.2460, -2.4665, 3.0251)  -0.592
C (-2.3818, -3.0027, 2.4174)  0.695
C (-3.6029, -3.3641, 2.9825)  -0.933
C (-4.5830, -3.8499, 2.1416)  -0.512
C (-4.3610, -3.9847, 0.7597)  -0.477
C (-3.1520, -3.6409, 0.1877)  -1.145
C (-2.1764, -3.1515, 1.0479)  0.372
N (-0.8940, -2.6730, 0.8195)  -0.012
H (4.5457, 1.6160, 1.5116)  0.459
H (4.6405, 1.6525, -0.2911)  0.247
H (5.3386, 0.2868, 0.5779)  0.326
H (4.4301, -0.1621, 2.8047)  0.555
H (1.0522, -2.3832, 4.2432)  0.599
H (0.0888, -1.1700, -0.0178)  0.365
H (-3.7628, -3.2652, 4.0475)  0.466
H (-5.5437, -4.1352, 2.5484)  0.387
H (-5.1552, -4.3638, 0.1315)  0.388
H (-2.9799, -3.7422, -0.8753)  0.432
H (-0.3315, -2.9602, 0.0314)  0.396
Se (4.8218, 1.7664, -5.1896)  -0.696
Sb (4.2424, -0.0942, -3.7242)  0.665
Se (2.2130, 1.0662, -2.5464)  0.034
Se (5.7923, -0.6704, -1.9116)  -0.623
Se (2.8738, -1.9236, -4.6196)  -0.725
N (-0.0540, -1.0790, -3.0186)  -0.475
H (-0.8699, -1.6793, -3.1226)  0.155
H (0.6837, -1.6443, -2.6011)  0.181
H (0.2956, -0.8959, -3.9609)  0.178

=====

Which value of net charge does entry 3 give? -1

=====

Look up the M of the third one. 1078.00 g/mol